[1]
Here is a 2-piece molecular cluster, C3H8NO overall at a distorted geometry from OMol25. Energies are from ωB97M-V/def2-TZVPD.

Values from the calculation:
Net charge   +1
HOMO level   -14.35 eV
Lowest unoccupied orbital energy   -0.301 Eh
Energy   -6766.1899 eV
Largest force on an atom   3.64 eV/Å
Energy above the lowest of the compared OMol25 structures with the same formula, charge and spin   480.5 kJ/mol
Orbital gap   6.17 eV

The geometry in XYZ format:
```
13
Properties=species:S:1:pos:R:3:nbo_charge:R:1
C 0.14432 0.81785 -0.68544 -0.04
C -0.16737 2.09243 -0.89010 -0.28
C 0.33725 -0.84326 1.15138 0.00
N 0.53964 0.39407 0.59801 -0.43
H 0.09944 0.00517 -1.39136 0.27
H 0.10549 2.86376 -0.16911 0.22
H -0.63632 2.55291 -1.75507 0.26
H -0.49528 -0.79773 1.85022 0.22
H 1.22046 -1.39334 1.48661 0.28
H 0.32056 1.08818 1.33016 0.43
H -0.24600 -1.74157 0.07008 0.38
H -0.49880 -2.98632 -0.85907 0.51
O -0.72338 -2.05215 -0.73629 -0.82
```

[2]
Here is a 2-piece molecular cluster, C3H8NO overall at a distorted geometry from OMol25. Energies are from ωB97M-V/def2-TZVPD.

Values from the calculation:
Net charge   +1
HOMO level   -13.84 eV
Lowest unoccupied orbital energy   -0.247 Eh
Energy   -6767.5637 eV
Largest force on an atom   3.03 eV/Å
Energy above the lowest of the compared OMol25 structures with the same formula, charge and spin   347.9 kJ/mol
Orbital gap   7.11 eV

The geometry in XYZ format:
```
13
Properties=species:S:1:pos:R:3:nbo_charge:R:1
C -1.15584 0.43989 2.01276 0.22
N -1.56913 0.05205 0.87080 -0.67
H -1.30232 -0.14304 2.93277 0.24
H -0.21434 1.02412 2.11105 0.21
H -0.96930 -0.42443 0.14230 0.50
H -2.50475 -0.16864 0.51901 0.45
C 2.00820 -0.15871 -1.03675 -0.40
C 0.73379 0.23690 -1.08660 0.04
O -0.37627 -0.60125 -1.38781 -0.76
H 2.91676 0.47311 -1.01919 0.25
H 2.24369 -1.22048 -1.01261 0.22
H 0.48731 1.22647 -0.70506 0.18
H -0.29781 -0.73600 -2.34067 0.53
```

[3]
Here is C3H8NO as an isolated structure at a distorted geometry from OMol25. Energies are from ωB97M-V/def2-TZVPD.

Values from the calculation:
Net charge   +1
HOMO level   -15.41 eV
Lowest unoccupied orbital energy   -0.198 Eh
Energy   -6765.5490 eV
Largest force on an atom   5.94 eV/Å
Energy above the lowest of the compared OMol25 structures with the same formula, charge and spin   542.3 kJ/mol
Orbital gap   10.02 eV

The geometry in XYZ format:
```
13
Properties=species:S:1:pos:R:3:nbo_charge:R:1
C -0.73131 -0.08492 0.16290 0.37
C 2.05494 -0.26039 0.13563 -0.71
C 1.10962 0.82116 0.15264 -0.22
N -2.86300 -0.21361 -0.45700 -0.49
O -1.78873 0.49214 -0.12690 -0.18
H -0.56536 -1.11813 0.20170 0.17
H 3.08280 0.23307 0.36808 0.28
H 2.08253 -0.73096 -0.85121 0.24
H 1.96455 -1.09619 0.88007 0.25
H 1.06950 1.42210 0.98551 0.21
H 1.11785 1.48198 -0.82244 0.25
H -2.89328 -1.32913 -0.18564 0.41
H -3.64011 0.38289 -0.44335 0.41
```

[4]
Here is an isolated ion of composition C3H8NO2 and charge -1 from OMol25. Energies are from ωB97M-V/def2-TZVPD.

Values from the calculation:
Net charge   -1
HOMO level   -2.54 eV
Lowest unoccupied orbital energy   0.152 Eh
Energy   -8825.3908 eV
Largest force on an atom   0.89 eV/Å
Energy above the lowest of the compared OMol25 structures with the same formula, charge and spin   231.7 kJ/mol
Orbital gap   6.68 eV

The geometry in XYZ format:
```
14
Properties=species:S:1:pos:R:3:nbo_charge:R:1
C 0.07947 1.42777 -0.52847 0.00
O 0.91237 1.26399 -1.54730 -0.95
C -0.16177 0.12988 0.30185 -0.12
C -0.56751 -0.98128 -0.63581 -0.07
O -0.92910 -2.20059 0.06279 -0.76
N 1.02505 -0.25906 1.05453 -0.88
H -0.94741 1.82896 -0.79608 0.06
H 0.41394 2.14182 0.28213 0.05
H -0.98565 0.34554 0.99944 0.15
H -1.40137 -0.62944 -1.23883 0.16
H 0.24293 -1.20723 -1.30829 0.18
H -0.61434 -2.05766 0.96547 0.47
H 1.84133 -0.08082 0.48161 0.37
H 1.09207 0.27813 1.90697 0.34
```

[5]
Here is a 2-piece molecular cluster, C3H8NO2 overall at a distorted geometry from OMol25. Energies are from ωB97M-V/def2-TZVPD.

Values from the calculation:
HOMO level (alpha / beta)   -5.43 / -9.46 eV
Lowest unoccupied orbital energy (alpha / beta)   0.016 / 0.016 Eh
Multiplicity   2
Energy   -8823.6852 eV
Largest force on an atom   1.78 eV/Å
Energy above the lowest of the compared OMol25 structures with the same formula, charge and spin   0.0 kJ/mol
Orbital gap (alpha / beta)   5.88 / 9.90 eV

The geometry in XYZ format:
```
14
Properties=species:S:1:pos:R:3:nbo_charge:R:1
O -1.19967 -0.81080 -0.71449 -0.57
C -0.78005 -1.41990 -1.64901 0.66
O 0.32563 -1.06425 -2.31545 -0.66
H -1.23183 -2.36430 -1.99635 0.10
H 0.37512 -1.52932 -3.15629 0.49
C 0.12699 1.09203 2.67534 -0.41
C 1.14419 1.30749 0.43288 -0.32
N 0.26588 0.68424 1.27095 -0.59
H 1.08701 0.95759 3.16713 0.20
H -0.24403 2.12217 2.68171 0.18
H -0.67405 0.47436 3.07425 0.20
H 1.78631 2.08537 0.81881 0.16
H 0.92812 1.33515 -0.61966 0.17
H -0.52790 0.20159 0.88145 0.41
```

[6]
Here is an isolated ion of composition C3H8NO2 and charge +1 at a distorted geometry from OMol25. Energies are from ωB97M-V/def2-TZVPD.

Values from the calculation:
Net charge   +1
HOMO level (alpha / beta)   -12.57 / -13.08 eV
Lowest unoccupied orbital energy (alpha / beta)   -0.173 / -0.148 Eh
Energy   -8813.8410 eV
Largest force on an atom   4.57 eV/Å
Energy above the lowest of the compared OMol25 structures with the same formula, charge and spin   589.7 kJ/mol
Orbital gap (alpha / beta)   7.85 / 9.06 eV

The geometry in XYZ format:
```
14
Properties=species:S:1:pos:R:3:nbo_charge:R:1
C -2.02832 1.08584 0.07163 0.02
C -0.11642 -0.38635 0.13960 0.56
C 1.74023 1.07643 0.18784 -0.29
N -0.06112 -1.86460 -0.15335 -0.74
O -1.37882 -0.05196 0.13044 -0.40
O 0.82950 0.25633 -0.60626 -0.54
H -3.08903 1.15138 0.31087 0.21
H -1.51466 1.87003 -0.46089 0.18
H 2.61666 1.52438 -0.49656 0.24
H 2.19394 0.48857 1.11231 0.21
H 1.07275 1.99290 0.55313 0.20
H 0.06351 -2.55471 0.64573 0.45
H 0.58101 -2.22696 -0.81746 0.45
H -0.90925 -2.36129 -0.61702 0.45
```